(1)
The following is a DFT calculation (the ωB97M-V functional and the def2-TZVPD basis) of C22H56BF6N2O12V2 as an isolated structure.

Each line ends with the Mulliken charge.
Positions of all 101 atoms, in Å:
V  0.804  -2.451  0.263  0.425
V  -2.267  0.539  0.380  0.750
C  3.902  -0.902  0.400  -0.497
O  3.801  -0.207  -0.839  -0.227
O  2.695  -1.368  0.745  -0.812
C  5.091  -1.843  0.273  0.742
F  4.941  -2.732  -0.742  -0.241
F  6.241  -1.176  0.014  -0.284
F  5.296  -2.542  1.408  -0.279
C  4.470  1.021  -1.103  -0.103
C  4.819  1.036  -2.560  -1.139
H  4.014  0.697  -3.217  0.093
H  5.000  2.070  -2.873  0.434
H  5.700  0.465  -2.856  0.338
H  5.357  1.150  -0.482  0.425
H  3.764  1.847  -0.953  0.065
H  4.192  -0.151  1.158  0.228
C  -0.992  2.188  -2.208  -0.170
O  -0.404  3.053  -1.254  -0.059
O  -1.400  1.049  -1.607  -1.371
C  -2.031  3.017  -3.047  0.730
F  -3.115  2.244  -3.287  -0.256
F  -2.489  4.096  -2.371  -0.241
F  -1.571  3.408  -4.234  -0.282
C  0.561  3.996  -1.730  -0.236
C  0.595  5.101  -0.681  -1.258
H  1.316  5.863  -0.984  0.479
H  -0.391  5.567  -0.629  0.282
H  0.908  4.724  0.292  0.211
H  0.363  4.351  -2.739  0.460
H  1.559  3.552  -1.634  0.015
H  -0.219  1.892  -2.938  0.227
B  -0.888  -1.134  1.104  1.552
H  -1.452  -1.307  0.136  -0.035
H  -1.593  -0.576  1.768  -0.130
H  -0.588  -2.117  1.572  -0.275
H  0.029  -0.517  0.882  -0.198
C  1.213  -0.310  4.589  -0.380
C  0.591  0.897  3.901  0.109
O  1.406  1.228  2.775  -0.647
O  0.319  -0.952  5.492  -0.570
H  2.053  0.063  5.185  0.451
H  1.610  -1.006  3.839  0.047
H  0.688  1.763  4.553  0.492
H  -0.421  0.615  3.587  -0.210
H  1.749  0.411  2.369  0.148
H  0.861  -1.477  6.085  0.334
C  -0.542  -5.220  0.065  -0.653
C  0.080  -5.097  1.468  -0.687
O  1.261  -4.266  1.430  -0.277
O  -0.602  -3.946  -0.590  -0.191
H  -1.532  -5.646  0.243  0.521
H  0.052  -5.884  -0.567  0.333
H  0.364  -6.132  1.676  0.490
H  -0.612  -4.788  2.248  0.328
H  1.935  -4.664  1.988  0.267
H  -1.315  -4.059  -1.228  0.236
C  -4.912  -0.516  1.538  -0.687
C  -4.418  -1.444  0.421  -0.323
O  -3.977  -0.645  -0.679  -0.283
O  -3.913  0.382  2.051  -0.236
H  -5.473  -1.046  2.309  0.528
H  -5.651  0.127  1.041  0.259
H  -5.262  -2.050  0.092  0.651
H  -3.566  -2.029  0.779  -0.119
H  -4.544  -0.795  -1.436  0.303
H  -4.265  0.851  2.811  0.220
C  0.796  -1.079  -4.225  -1.588
C  0.829  -1.900  -2.927  0.742
C  2.061  -2.787  -2.808  -0.918
O  1.997  -3.536  -1.617  0.290
C  2.787  -4.701  -1.518  -0.933
N  0.729  -1.127  -1.652  0.984
H  1.580  -0.344  -4.375  0.201
H  -0.203  -0.636  -4.247  0.410
H  0.733  -1.829  -5.017  0.502
H  -0.070  -2.523  -2.900  0.058
H  2.952  -2.143  -2.818  0.128
H  2.231  -3.411  -3.693  0.561
H  2.609  -5.348  -2.380  0.349
H  2.666  -5.203  -0.562  0.185
H  3.840  -4.391  -1.534  0.291
H  1.598  -0.579  -1.660  -0.227
H  0.022  -0.403  -1.854  -0.637
C  -1.499  3.956  2.946  -1.349
C  -2.199  2.837  2.098  0.877
C  -3.165  3.517  1.117  -1.149
O  -3.670  2.404  0.364  0.326
C  -4.809  2.658  -0.444  -1.066
N  -1.129  2.167  1.313  0.747
H  -2.350  4.557  3.289  0.484
H  -0.917  4.627  2.320  0.278
H  -1.047  3.503  3.822  0.349
H  -2.573  2.132  2.832  0.020
H  -2.733  4.234  0.417  0.203
H  -4.019  3.930  1.664  0.637
H  -5.667  2.828  0.208  0.325
H  -4.958  1.856  -1.163  0.167
H  -4.631  3.521  -1.095  0.379
H  -0.288  2.054  1.894  0.310
H  -0.695  2.894  0.739  -0.753

## Properties
Charge   +1
Energy relative to the best compared isomer or geometry (same formula, charge and spin)   0.0 kcal/mol
<S²>   12.0088
Spin multiplicity   7

=====

(2)
The following is a DFT calculation (the ωB97M-V functional and the def2-TZVPD basis) of a 6-piece molecular cluster, C22H56N3O6 overall.

Each line ends with the Mulliken charge.
Positions of all 87 atoms, in Å:
O  3.860  2.469  3.940  -0.402
H  4.103  1.892  3.196  0.462
H  4.114  3.380  3.718  0.390
H  4.377  2.158  4.852  0.402
O  7.153  3.117  4.989  -0.367
H  7.530  2.607  4.250  0.463
H  6.656  3.861  4.609  0.401
H  6.500  2.534  5.574  0.475
O  5.206  1.690  5.885  -0.967
H  4.900  1.269  6.688  -0.019
C  9.235  3.138  9.360  -1.566
C  8.203  2.255  8.667  0.616
C  7.878  1.071  9.591  -0.883
O  7.184  1.553  10.727  -0.315
C  7.258  0.666  11.847  -0.950
N  6.987  3.100  8.515  -0.526
H  10.065  2.532  9.735  0.404
H  8.829  3.725  10.179  0.289
H  9.714  3.851  8.683  0.407
H  8.557  1.807  7.736  0.366
H  8.804  0.573  9.897  0.535
H  7.225  0.341  9.094  0.255
H  6.630  1.137  12.597  0.268
H  8.301  0.601  12.164  0.400
H  6.889  -0.314  11.533  0.353
H  6.552  3.013  9.436  0.427
H  6.338  2.522  7.970  -0.225
C  0.416  -0.636  11.776  -2.117
C  1.371  -0.074  10.711  1.708
C  2.518  0.545  11.539  -1.824
C  3.851  0.776  10.820  0.470
C  4.320  -0.529  10.162  -1.037
C  3.223  -1.163  9.312  2.224
N  1.919  -1.221  9.984  0.263
O  0.943  -1.877  9.198  -0.475
C  3.109  -0.424  7.977  -1.739
C  3.650  -2.633  9.152  -2.005
C  0.605  0.924  9.858  -1.082
H  -0.521  -0.983  11.327  0.424
H  0.187  0.074  12.568  0.376
H  0.788  -1.581  12.180  0.471
H  2.169  1.524  11.876  0.535
H  2.673  -0.102  12.406  0.375
H  4.575  1.170  11.530  0.243
H  3.594  1.628  10.175  -0.362
H  4.502  -1.197  11.004  0.537
H  5.143  -0.193  9.534  -0.325
H  2.314  -0.743  7.301  0.372
H  2.746  0.582  8.213  0.324
H  4.038  -0.252  7.430  0.403
H  2.991  -3.133  8.436  0.512
H  4.667  -2.757  8.780  0.344
H  3.518  -3.164  10.095  0.435
H  1.285  1.449  9.182  -0.163
H  0.009  1.680  10.372  0.566
H  -0.130  0.431  9.216  0.450
H  0.952  -2.768  9.564  0.366
C  2.199  7.373  7.368  -1.687
C  2.389  6.330  6.253  1.671
C  3.709  5.569  6.362  -1.458
C  3.659  4.358  7.314  0.151
C  2.448  3.456  7.079  -0.165
C  1.163  4.276  7.190  2.252
N  1.284  5.376  6.225  0.250
O  0.045  6.026  6.031  -0.526
C  -0.034  3.408  6.772  -2.230
C  0.864  4.646  8.659  -1.855
C  2.434  7.038  4.889  -1.864
H  1.304  7.957  7.154  0.371
H  3.001  8.112  7.396  0.454
H  2.098  6.872  8.326  0.375
H  4.232  5.282  5.437  0.222
H  4.451  6.202  6.860  0.352
H  3.600  4.786  8.317  0.471
H  4.578  3.772  7.299  -0.029
H  2.419  2.700  7.864  -1.154
H  2.451  3.021  6.076  0.493
H  -0.975  3.910  6.984  0.555
H  -0.014  3.214  5.691  0.505
H  0.014  2.418  7.225  0.216
H  0.293  3.886  9.193  0.362
H  1.774  4.777  9.250  0.306
H  0.259  5.552  8.716  0.484
H  3.171  7.843  4.904  0.416
H  1.455  7.439  4.634  0.413
H  2.745  6.370  4.082  0.344
H  -0.379  5.536  5.319  0.348

## Properties
Charge   +1
Spin multiplicity   1
E_tot   -40465.9043 eV